(1)
DFT (ωB97M-V/def2-TZVPD) results for one molecule with the formula CN2O3 in a non-equilibrium geometry.

Each line ends with the natural charge from an NBO analysis.
Positions of all 6 atoms, in Å:
O: 2.004 0.097 -0.049  -0.521
C: 0.836 -0.103 -0.017  0.928
O: 0.051 -1.144 0.025  -0.408
N: -1.463 -0.569 0.048  0.154
N: -1.329 0.633 0.016  0.168
O: -0.100 1.085 -0.023  -0.321

energy relative to the best compared isomer or geometry (same formula, charge and spin) = 224.88 kJ/mol
HOMO level = -12.0 eV
SMILES string = O=c1onno1
DFT total energy = -373.2369 hartree


(2)
DFT (ωB97M-V/def2-TZVPD) results for C42H55AsBF5N14Sr as an isolated structure.

Each line ends with the Löwdin charge.
Positions of all 119 atoms, in Å:
Sr: 1.063 0.416 -0.721  1.284
C: 1.087 0.151 4.035  -0.075
C: 0.467 0.371 2.798  -0.171
N: 1.306 0.123 1.801  -0.055
N: 2.469 -0.274 2.363  -0.034
C: 2.362 -0.260 3.702  -0.093
B: 3.687 -0.741 1.528  -0.536
N: 4.270 0.411 0.683  -0.037
C: 5.478 0.980 0.816  -0.090
C: 5.611 1.958 -0.148  -0.064
C: 4.397 1.918 -0.839  -0.171
N: 3.598 0.978 -0.344  -0.042
N: 3.302 -1.922 0.604  -0.035
C: 3.940 -3.100 0.511  -0.083
C: 3.333 -3.848 -0.478  -0.061
C: 2.314 -3.015 -0.952  -0.177
N: 2.300 -1.859 -0.299  -0.046
H: 0.672 0.267 5.021  0.093
H: -0.548 0.669 2.582  0.086
H: 3.198 -0.554 4.315  0.121
H: 4.540 -1.116 2.289  0.120
H: 6.151 0.647 1.588  0.120
H: 6.453 2.606 -0.317  0.094
H: 4.062 2.522 -1.668  0.110
H: 4.776 -3.315 1.155  0.118
H: 3.587 -4.842 -0.803  0.089
H: 1.590 -3.191 -1.734  0.099
C: -4.993 -0.470 0.314  -0.043
N: -4.365 0.678 0.922  -0.147
C: -5.260 1.793 1.165  -0.058
C: -3.001 0.877 0.926  -0.387
N: -2.144 0.386 0.096  0.152
C: -2.610 0.034 -1.190  -0.246
C: -3.283 1.003 -1.901  -0.049
C: -3.753 0.791 -3.203  -0.072
C: -3.526 -0.404 -3.813  -0.047
C: -2.803 -1.424 -3.148  -0.183
C: -2.526 -2.621 -3.854  -0.063
C: -1.754 -3.589 -3.289  -0.087
C: -1.302 -3.438 -1.970  -0.066
C: -1.629 -2.340 -1.199  -0.240
N: -1.250 -2.312 0.149  0.167
C: -1.484 -3.361 0.879  -0.354
N: -2.440 -4.345 0.634  -0.170
C: -3.651 -4.099 -0.110  -0.046
C: -2.081 -5.745 0.728  -0.067
N: -0.789 -3.578 2.036  -0.148
C: 0.529 -3.023 2.240  -0.044
C: -1.396 -4.162 3.213  -0.059
C: -2.331 -1.236 -1.813  -0.054
N: -2.551 1.666 1.970  -0.190
C: -3.226 1.685 3.244  -0.074
C: -1.742 2.831 1.673  -0.077
H: -5.787 -0.835 0.971  0.097
H: -4.258 -1.254 0.180  0.059
H: -5.420 -0.236 -0.667  0.097
H: -5.868 1.973 0.273  0.094
H: -4.695 2.698 1.373  0.081
H: -5.934 1.595 2.005  0.092
H: -3.420 1.971 -1.433  0.124
H: -4.264 1.589 -3.726  0.110
H: -3.862 -0.586 -4.826  0.110
H: -2.907 -2.724 -4.863  0.109
H: -1.499 -4.485 -3.842  0.106
H: -0.718 -4.226 -1.510  0.112
H: -3.874 -3.040 -0.100  0.064
H: -4.478 -4.632 0.371  0.095
H: -3.583 -4.425 -1.152  0.090
H: -1.095 -5.852 1.172  0.088
H: -2.062 -6.196 -0.272  0.089
H: -2.801 -6.300 1.338  0.089
H: 0.552 -2.413 3.145  0.077
H: 0.783 -2.397 1.396  0.043
H: 1.270 -3.824 2.338  0.098
H: -2.424 -4.447 3.014  0.084
H: -1.385 -3.436 4.032  0.089
H: -0.844 -5.047 3.546  0.090
H: -3.754 0.746 3.402  0.097
H: -3.941 2.511 3.353  0.080
H: -2.479 1.796 4.035  0.088
H: -1.180 2.676 0.754  0.070
H: -1.024 3.001 2.474  0.020
H: -2.361 3.734 1.569  0.092
C: 4.042 -1.063 -3.083  -0.001
C: 2.691 -1.080 -3.704  -0.397
N: 1.570 -0.645 -3.166  0.028
C: 0.570 -0.922 -4.077  -0.136
C: 1.094 -1.530 -5.170  -0.076
N: 2.446 -1.623 -4.920  0.099
H: 4.006 -0.508 -2.150  0.047
H: 4.778 -0.595 -3.739  0.087
H: 4.374 -2.079 -2.856  0.081
H: -0.452 -0.643 -3.900  0.085
H: 0.647 -1.884 -6.081  0.109
H: 3.142 -2.017 -5.528  0.155
C: 1.351 4.122 4.387  -0.339
As: 1.644 3.962 2.446  1.069
C: 1.824 5.887 2.109  -0.328
C: 3.536 3.480 2.542  -0.318
H: 2.117 4.743 4.854  0.020
H: 1.371 3.128 4.833  -0.002
H: 0.372 4.568 4.572  0.012
H: 0.905 6.382 2.426  0.016
H: 1.974 6.065 1.047  0.001
H: 2.662 6.303 2.672  0.021
H: 4.119 4.261 3.033  0.026
H: 3.916 3.316 1.536  -0.008
H: 3.624 2.550 3.104  0.013
F: 2.216 4.100 -0.669  -0.016
C: 1.306 4.009 -1.689  -0.281
C: 0.666 2.819 -1.933  -0.078
C: -0.158 2.860 -3.030  -0.274
F: -0.811 1.721 -3.420  0.020
C: -0.387 3.974 -3.819  -0.158
F: -1.213 3.943 -4.879  0.093
C: 0.268 5.150 -3.501  -0.150
F: 0.077 6.254 -4.236  0.105
C: 1.135 5.171 -2.422  -0.160
F: 1.790 6.305 -2.122  0.091

energy relative to the best compared isomer or geometry (same formula, charge and spin) = 41.91 kJ/mol
HOMO level = -7.2 eV
DFT total energy = -5190.8367 hartree


(3)
DFT (ωB97M-V/def2-TZVPD) results for C41H48N4O4P2ReSSi2 as an isolated structure in a non-equilibrium geometry.

Each line ends with the Mulliken spin population.
Positions of all 103 atoms, in Å:
Re: -0.040 0.390 0.222  0.932
C: 1.012 3.343 2.255  0.059
Si: -0.496 2.288 1.832  -0.136
C: -1.226 1.853 3.524  0.005
C: -1.786 3.444 1.108  -0.006
C: -2.385 4.451 1.876  -0.006
C: -3.355 5.273 1.334  0.000
C: -3.747 5.098 0.009  0.000
C: -3.145 4.122 -0.762  -0.001
C: -2.155 3.290 -0.223  -0.008
Si: -1.083 2.173 -1.290  -0.053
C: -0.175 3.492 -2.296  0.007
C: -2.249 1.409 -2.576  -0.004
H: 0.662 4.351 2.495  0.004
H: 1.729 3.414 1.439  -0.015
H: 1.543 2.949 3.123  0.001
H: -1.134 2.761 4.127  0.000
H: -0.697 1.062 4.056  0.000
H: -2.282 1.594 3.474  0.001
H: -2.098 4.591 2.913  0.000
H: -3.810 6.050 1.936  0.000
H: -4.513 5.734 -0.419  0.000
H: -3.446 4.015 -1.800  0.000
H: -0.967 4.122 -2.710  -0.003
H: 0.429 3.137 -3.130  0.003
H: 0.436 4.139 -1.667  0.002
H: -2.644 2.233 -3.174  -0.002
H: -3.117 0.896 -2.149  0.001
H: -1.734 0.740 -3.265  0.002
O: 2.614 0.996 1.514  0.034
C: 1.528 0.455 1.655  -0.026
C: 1.400 -0.312 2.987  0.018
C: 2.397 -0.174 3.947  -0.008
C: 2.348 -0.927 5.108  0.001
C: 1.329 -1.855 5.305  -0.002
C: 0.333 -2.001 4.356  0.003
C: 0.351 -1.195 3.218  0.000
P: -0.880 -1.229 1.918  0.126
C: -1.035 -2.993 1.491  0.012
C: -2.253 -3.534 1.084  0.001
C: -2.325 -4.858 0.667  0.000
C: -1.187 -5.648 0.669  -0.001
C: 0.026 -5.120 1.092  0.000
C: 0.104 -3.799 1.496  -0.004
C: -2.530 -0.795 2.527  -0.020
C: -2.976 -1.094 3.810  0.000
C: -4.264 -0.759 4.190  0.000
C: -5.120 -0.131 3.294  0.001
C: -4.679 0.182 2.017  0.008
C: -3.386 -0.148 1.638  0.037
H: 3.207 0.516 3.755  0.000
H: 3.121 -0.813 5.857  0.000
H: 1.320 -2.470 6.195  0.000
H: -0.441 -2.747 4.490  0.000
H: -3.154 -2.931 1.099  0.000
H: -3.273 -5.267 0.344  0.000
H: -1.243 -6.678 0.342  0.000
H: 0.915 -5.736 1.094  0.000
H: 1.059 -3.395 1.812  -0.001
H: -2.312 -1.560 4.527  0.000
H: -4.599 -0.978 5.195  0.000
H: -6.127 0.124 3.596  0.000
H: -5.330 0.696 1.322  0.000
H: -3.035 0.151 0.656  -0.010
N: -1.314 -1.028 -1.085  0.031
C: -0.547 -1.764 -2.079  0.011
C: 0.580 -2.442 -1.641  0.006
C: 1.357 -3.137 -2.549  -0.006
C: 1.024 -3.151 -3.895  0.001
C: -0.129 -2.504 -4.317  -0.001
C: -0.923 -1.811 -3.413  0.003
S: 2.133 -3.945 -5.065  0.000
O: 1.807 -3.304 -6.324  0.000
O: 3.438 -3.594 -4.519  0.000
O: 1.794 -5.349 -4.971  0.000
H: -2.108 -0.578 -1.530  0.004
H: -1.694 -1.744 -0.471  0.001
H: 0.863 -2.406 -0.596  0.009
H: 2.257 -3.650 -2.234  -0.001
H: -0.372 -2.520 -5.371  0.000
H: -1.828 -1.321 -3.749  0.000
C: 4.882 1.145 -1.683  -0.001
N: 4.376 -0.202 -1.913  -0.005
C: 3.992 -0.344 -3.321  0.000
N: 3.017 0.664 -3.738  0.000
C: 3.558 1.989 -3.473  -0.002
N: 3.944 2.195 -2.076  0.023
C: 2.776 2.208 -1.206  0.030
P: 1.850 0.595 -1.271  -0.066
C: 3.294 -0.554 -1.007  0.016
C: 1.721 0.437 -3.111  0.008
H: 5.795 1.264 -2.271  0.000
H: 5.124 1.264 -0.625  0.000
H: 3.606 -1.349 -3.507  0.001
H: 4.891 -0.212 -3.924  0.000
H: 2.825 2.748 -3.754  0.000
H: 4.448 2.116 -4.093  0.000
H: 2.103 2.995 -1.525  -0.007
H: 3.067 2.390 -0.175  -0.004
H: 2.980 -1.574 -1.219  -0.003
H: 3.616 -0.485 0.030  0.004
H: 0.974 1.136 -3.491  0.000
H: 1.393 -0.567 -3.364  0.000

expectation value of S² = 0.787
energy relative to the best compared isomer or geometry (same formula, charge and spin) = 69.43 kJ/mol
multiplicity = 2
HOMO level (alpha / beta) = -7.9 / -7.9 eV
DFT total energy = -3849.3138 hartree